{
  "formula": "C5H15NO",
  "method": "ωB97M-V with the def2-TZVPD basis set",
  "elements": ["H", "H", "H", "H", "C", "H", "C", "H", "H", "C", "O", "N", "H", "H", "C", "H", "H", "C", "H", "H", "H", "H"],
  "xyz": [[0.802, 2.478, 0.306], [-0.095, -2.348, -0.083], [2.407, 1.302, 0.499], [-0.952, -0.912, 0.297], [1.222, 1.499, 0.470], [0.848, 1.004, -2.882], [-0.041, -1.344, 0.191], [2.015, 1.586, -1.860], [-0.767, 0.849, -0.855], [0.295, 0.896, -0.694], [-6.011, -0.894, 4.360], [0.607, -0.598, -0.959], [2.272, -1.992, -0.630], [2.697, -0.198, -1.291], [0.919, 1.654, -1.938], [0.768, 1.064, 1.277], [0.417, -1.158, 1.183], [2.014, -1.142, -1.248], [-6.288, -1.254, 3.523], [2.189, -1.426, -2.283], [0.126, 2.485, -2.110], [-5.442, -1.552, 4.727]],
  "forces_ev_per_angstrom": [[1.1, 1.2, 1.0], [-0.2, -1.7, 0.0], [-3.1, 0.6, -0.8], [-3.2, 0.8, 0.1], [-0.8, -0.6, -2.0], [-0.7, 0.7, 1.1], [3.4, 1.6, -1.0], [-0.5, 1.9, 0.3], [-0.5, 0.9, 1.3], [6.4, -2.5, -3.4], [-0.4, 0.8, 0.0], [-0.4, -1.2, 1.4], [0.3, 0.4, 0.5], [-0.4, -1.9, 1.2], [-2.7, -2.0, -1.6], [-0.5, -0.6, 3.0], [0.4, -0.5, -0.4], [-0.6, 3.8, -0.6], [-0.2, -0.1, -0.5], [-0.9, -0.5, -0.3], [2.7, -0.3, 0.1], [0.6, -0.7, 0.4]],
  "mulliken_charge": [0.3863, 0.4711, 0.1962, 0.4604, -1.0228, 0.3535, -1.3054, 0.3049, 0.6901, -0.2565, -0.6318, -0.1435, 0.3356, 0.1915, -1.2926, 0.4572, 0.3272, -0.7742, 0.3171, 0.2606, 0.3604, 0.3147],
  "fmax_ha_per_bohr": 0.1496,
  "e_above_lowest_kj_mol": 408.6,
  "molar_mass_g_mol": 105.18,
  "smiles": "CC(C)N(C)C.O",
  "total_energy_ha": -329.35197,
  "gap_ev": 8.815
}